121
Properties=species:S:1:pos:R:3:forces:R:3 method="wB97M-V/def2-TZVPD" total_charge=0 e_above_lowest_kj_mol=13.66
C -4.693981 3.367069 1.669950 -0.9 0.4 0.6
O -3.441424 3.438255 0.994339 0.7 0.9 -0.3
P -2.425291 4.626468 1.322554 0.4 -0.2 1.1
O -1.154648 4.597462 0.593170 -0.5 -0.3 -0.1
O -3.249947 5.981938 1.166093 0.2 -1.1 0.0
C -2.589025 7.180023 1.552926 -0.4 1.4 0.4
O -2.232807 4.538152 2.919215 -0.4 0.8 -0.6
C -1.291498 3.694276 3.554097 0.4 -1.3 0.0
H -4.911547 4.282066 2.228434 0.2 0.0 -0.1
H -4.727194 2.557193 2.399914 0.3 -0.2 -0.3
H -5.493021 3.259493 0.936424 0.2 -0.2 -0.1
H -3.063835 7.568329 2.456390 0.1 -0.3 0.1
H -2.760834 7.953501 0.804137 0.0 -0.3 -0.3
H -1.517685 7.113961 1.728175 0.0 -0.5 -0.1
H -0.871158 2.942109 2.881485 -0.1 0.1 -0.2
H -1.815817 3.138671 4.327874 -0.1 0.1 0.0
H -0.435903 4.196555 4.004115 -0.3 0.6 -0.1
C 0.865188 -5.271430 1.289369 0.0 -0.6 0.3
O 1.166287 -4.320441 0.283255 0.3 0.6 0.0
P 1.656703 -4.633142 -1.189643 -1.4 0.3 -0.4
O 1.794501 -6.055939 -1.515205 0.2 0.6 0.0
O 2.934675 -3.698493 -1.318119 -0.4 -0.2 0.3
C 3.484446 -3.442722 -2.613005 0.0 -0.5 -0.5
O 0.535076 -3.878817 -2.097895 0.7 -1.0 0.5
C -0.349704 -2.875673 -1.591526 -0.1 -0.1 -0.1
H 1.404493 -5.035699 2.208386 0.4 0.0 -0.2
H 1.121695 -6.265249 0.923928 0.0 -0.1 0.2
H -0.188085 -5.242343 1.575247 -0.1 0.1 -0.5
H 3.467525 -2.373522 -2.806078 0.2 0.0 0.2
H 2.933125 -3.927204 -3.424070 -0.2 0.0 0.2
H 4.478731 -3.886415 -2.640902 0.1 0.4 0.1
H -0.039487 -1.927912 -2.030681 -0.2 0.2 0.4
H -0.368221 -2.883507 -0.502447 0.3 0.4 -0.1
H -1.372941 -3.106535 -1.891500 0.2 -0.1 -0.3
C 0.778026 -0.678589 -4.679336 -0.4 0.7 -0.9
O 0.814413 0.121977 -3.490959 -0.2 0.4 0.7
P 0.497062 1.681072 -3.609124 0.2 -0.6 0.3
O 1.338815 2.413944 -4.557718 -0.5 0.1 -0.2
O 0.637017 2.154785 -2.097989 0.2 -0.5 -0.9
C 0.363119 3.533196 -1.818759 -0.5 0.3 1.0
O -1.093743 1.647313 -3.907311 0.7 0.2 0.1
C -1.644375 2.713728 -4.654004 -0.6 0.7 -1.6
H 1.742072 -0.631558 -5.184991 0.1 -0.2 0.2
H 0.042593 -0.262895 -5.376389 0.0 -0.2 0.0
H 0.461763 -1.691977 -4.448064 0.2 0.0 0.3
H -0.685332 3.755833 -2.031412 0.1 0.0 -0.1
H 1.009644 4.266578 -2.297766 0.2 -0.4 -0.4
H 0.479996 3.631638 -0.739846 0.0 0.0 -0.2
H -0.878071 3.278418 -5.189834 0.2 0.2 0.6
H -2.316364 3.357566 -4.087495 0.4 0.0 0.5
H -2.262341 2.376748 -5.495699 0.0 -0.7 0.4
C 2.205253 -1.217017 4.966199 0.3 0.8 -0.4
C 2.264301 -2.544608 4.251448 0.0 -0.4 0.3
O 3.396908 -2.535532 3.371853 -0.2 0.3 -0.5
C 4.612039 -2.807384 3.839332 0.9 -0.8 -0.3
C 5.699749 -2.565309 2.804156 -0.3 -0.1 0.4
O 4.855446 -3.279138 4.918998 -0.4 0.3 0.3
H 2.216667 -0.376587 4.264772 -0.3 -0.3 -0.3
H 3.128927 -1.046828 5.524187 -0.2 -0.4 0.4
H 1.322235 -1.072921 5.585731 0.1 -0.3 0.2
H 2.311131 -3.384393 4.948147 0.3 0.1 0.1
H 1.431915 -2.769593 3.588577 -0.2 0.4 0.1
H 6.239963 -3.495482 2.633879 -0.2 -0.1 0.0
H 6.431258 -1.908358 3.275400 -0.1 0.2 -0.2
H 5.295919 -2.183993 1.870636 0.1 0.1 0.0
C -3.098439 -0.978187 -3.515919 0.2 -0.6 -0.2
C -3.898884 -1.497942 -4.704811 0.8 0.2 0.5
O -4.209956 -0.412007 -5.583575 -1.4 0.0 0.3
C -3.371801 -0.073028 -6.537256 1.3 0.3 -1.1
C -3.941619 0.951373 -7.506016 -0.6 -0.8 0.6
O -2.268754 -0.550889 -6.682545 -0.1 -0.1 0.3
H -2.903551 -1.838993 -2.873408 0.0 0.1 0.2
H -3.621653 -0.209723 -2.949891 -0.2 0.0 -0.1
H -2.133987 -0.577685 -3.820978 0.0 0.0 -0.1
H -3.350286 -2.257401 -5.260257 0.1 0.1 0.0
H -4.827424 -1.943712 -4.357361 -0.3 0.3 -0.2
H -3.326648 1.839331 -7.601481 0.1 0.0 0.1
H -4.956328 1.175925 -7.181245 0.1 0.3 -0.2
H -3.995565 0.444149 -8.468703 0.1 0.1 -0.1
C 4.830140 0.235045 -2.581706 0.2 0.0 -0.1
C 3.715906 0.626925 -1.608724 0.5 0.1 -1.8
O 4.064390 0.335866 -0.265352 -0.6 -0.2 0.7
C 4.513626 1.368984 0.469455 1.1 -0.2 -0.4
C 4.569114 1.099966 1.937197 -0.3 0.3 0.8
O 4.941941 2.373654 -0.030023 -0.3 0.4 -0.1
H 5.065023 -0.818069 -2.417872 0.4 0.1 0.1
H 5.714000 0.870239 -2.518095 0.1 -0.2 0.5
H 4.552412 0.318164 -3.636255 -0.6 0.1 0.2
H 3.496361 1.684185 -1.735747 -0.2 0.0 0.2
H 2.854381 0.029204 -1.903359 -0.3 0.1 0.6
H 5.318016 0.368672 2.238075 -0.1 -0.2 -0.4
H 3.597094 0.791577 2.326496 0.1 -0.2 -0.1
H 4.837745 2.020692 2.451911 0.0 0.1 -0.2
C -2.609392 0.161773 0.257018 0.0 -0.5 0.3
C -1.375191 1.038288 0.159774 -1.4 0.5 0.6
O -0.208742 0.233747 0.143935 0.1 -0.1 -1.2
C 0.325445 -0.214431 1.263120 0.5 0.1 1.2
C 1.460045 -1.161333 1.051200 0.5 0.1 -1.0
O 0.003227 0.127502 2.382487 -0.5 0.1 -0.1
H -2.548816 -0.470298 1.144293 0.0 0.0 -0.1
H -2.697867 -0.493451 -0.611871 0.0 0.1 0.0
H -3.528784 0.734762 0.369065 0.1 0.2 -0.2
H -1.473996 1.643047 -0.739613 0.8 -0.2 -0.2
H -1.365524 1.743398 0.989154 0.3 -0.1 0.1
H 1.645739 -1.345008 -0.007559 -0.3 -0.2 0.0
H 1.313673 -2.099155 1.573752 -0.1 0.0 0.0
H 2.390832 -0.707528 1.385770 -0.1 0.0 0.4
C -1.835324 -3.286363 3.737231 0.0 0.4 0.0
C -2.638401 -1.997943 3.754917 -0.5 -0.3 -0.5
O -2.209162 -1.177995 4.828095 0.8 -0.5 0.6
C -2.682509 0.041555 5.022911 -0.9 1.0 -0.3
C -1.907583 0.789038 6.060268 1.2 0.1 0.0
O -3.625239 0.525299 4.438951 0.1 -0.4 -0.3
H -2.313432 -3.950932 3.017529 0.1 -0.1 0.0
H -1.821887 -3.764682 4.715638 -0.1 0.0 0.0
H -0.810275 -3.093490 3.421588 0.0 -0.1 0.0
H -2.498540 -1.449024 2.824602 -0.1 0.0 0.0
H -3.695103 -2.260303 3.845944 -0.1 0.3 0.2
H -1.978018 1.867774 5.965963 -0.6 0.0 -0.1
H -0.847575 0.593100 5.872708 0.0 -0.3 0.4
H -2.177253 0.505229 7.075547 0.0 -0.2 0.0